(1)
The following is a quantum chemistry calculation of C23H35FeGeN2O5S as an isolated structure, from the OMol25 dataset.

Summary:
HOMO-LUMO gap (alpha / beta) ... 0.29410 / 0.29244 hartree
2S+1 ... 2
Highest occupied orbital energy (alpha / beta) ... -8.1 / -8.1 eV
Calculated total energy ... -139378.8873 eV

Element x y z (Å)
H -1.17241 -4.97256 0.48235
H 3.10889 -2.18054 -0.01642
H 0.40641 -5.08150 -1.42164
C -2.45275 -0.36376 3.63552
H -0.96328 0.56996 -4.58452
H -1.89478 -3.43395 0.97927
C -3.48192 -1.07122 3.04064
C 2.53521 -0.47229 1.23197
C -0.07517 3.74020 0.25044
C -2.47734 -0.62502 0.91897
C -0.35689 1.03794 3.36277
H -4.28184 -1.73660 1.15113
C 1.42836 5.43954 -0.45676
H -4.26331 -1.51980 3.63994
C -2.38332 0.77385 -2.28379
H 3.40284 4.72281 -0.97735
C -3.49629 -1.19451 1.65918
Fe -0.07736 1.17440 0.61921
C 3.54767 -1.27884 0.41653
H -2.58155 -2.81345 -1.32020
H -0.62262 5.81242 0.10017
H 4.36491 -1.58883 1.06960
Ge 1.03429 -0.88867 -1.29364
H 0.65271 0.43002 -3.87574
H -2.76185 1.30830 -1.41241
H -2.36940 -0.21439 4.70265
O -0.12307 0.71072 -1.33226
C 1.86060 -1.39266 2.23959
C -0.98375 -3.90430 0.60686
H 2.61299 -1.86174 2.87624
O 0.40255 1.49534 2.41999
H -1.12683 3.15612 -1.99216
C 2.41462 4.46708 -0.62435
C -1.71556 -3.34893 -1.71493
O 1.55289 0.08726 0.32202
H -0.20668 -3.77737 1.36006
H -2.01002 -4.38243 -1.90936
C -0.69313 2.54678 -2.78102
H -1.42808 -2.88784 -2.66262
S -1.56733 2.97295 0.70704
H -0.57216 -0.81201 -3.56166
H 0.97320 -3.61453 -2.22882
H 1.64897 6.47562 -0.68063
H -2.94840 1.10298 -3.15811
N 0.89272 2.82717 0.11558
H 0.37342 2.76599 -2.86044
C -0.90426 1.06218 -2.49508
C 3.28153 0.66372 1.92447
H 2.80562 2.34484 -0.43642
C -0.55938 -3.27488 -0.71824
H 1.31066 -2.17254 1.71403
H -2.54892 -0.29929 -2.16974
H 3.93402 1.17946 1.21706
H 3.91326 0.24952 2.71264
N -1.49215 0.06383 1.49425
C -0.40989 0.26042 -3.69692
H 3.96155 -0.67582 -0.39358
C -1.48783 0.19926 2.82368
H 1.17091 -0.84715 2.87954
H 1.48721 -3.96979 -0.57144
C 2.10262 3.15830 -0.32555
H -2.42191 -0.72860 -0.14881
C 0.65022 -4.02832 -1.27206
H 2.59543 1.37592 2.37314
C 0.16832 5.08610 -0.02028
O -0.27272 -1.90085 -0.47866
H -1.17399 2.81852 -3.72277
O -0.23646 1.23547 4.55184


(2)
The following is a quantum chemistry calculation of the molecule C9H17O3P in a non-equilibrium geometry, from the OMol25 dataset.

Summary:
HOMO-LUMO gap ... 0.28814 hartree
ΔE to the lowest compared entry with this formula, charge and spin ... 15.9 kJ/mol
SMILES ... CCOP(O)(OCC)=c1cc1CC
Highest occupied orbital energy ... -7.0 eV
Calculated total energy ... -25037.2573 eV

Element x y z (Å)
C -1.77512 -1.50907 1.15334
H -2.53257 -1.11053 1.78438
P 0.62649 -0.01213 -0.04873
C -0.01446 1.97038 2.27234
H -3.43225 -3.42173 -2.39803
H -0.83357 1.62081 1.64519
O 1.57089 0.47207 1.18180
C -3.13412 -2.70621 -1.63504
C -0.35753 -1.57219 0.82542
H 1.16338 2.37698 -2.63389
O 0.58973 1.27723 -1.05716
H -0.39991 2.25814 3.24721
H 0.54544 -0.01837 2.88678
H -3.92832 -2.63664 -0.89234
C 1.65230 1.87326 -1.79048
C -1.82210 -3.14539 -0.98185
C 2.43548 2.87141 -0.95138
C 1.00899 0.85675 2.41763
H -1.01907 -3.18484 -1.72572
H 2.93864 2.35575 -0.13682
H 1.85537 1.18497 3.03056
O 1.74363 -0.87677 -0.81586
H 1.76035 3.61811 -0.53544
C -1.43470 -2.25290 0.11556
H -1.93850 -4.15379 -0.56164
H 0.43737 2.83663 1.79510
H 1.81129 -1.70655 -0.33947
H 2.31692 1.09389 -2.17692
H -3.01055 -1.72937 -2.10198
H 3.17649 3.37011 -1.57256


(3)
The following is a quantum chemistry calculation of a 2-piece molecular cluster, C5H12N2O overall in a non-equilibrium geometry, from the OMol25 dataset.

Summary:
HOMO-LUMO gap ... 0.21001 hartree
ΔE to the lowest compared entry with this formula, charge and spin ... 526.8 kJ/mol
Highest occupied orbital energy ... -7.4 eV
Calculated total energy ... -10402.9642 eV

Element x y z (Å)
H -1.97328 2.44754 -0.35511
C 1.26971 -1.32582 -0.13579
C -0.85288 -2.30938 -0.18212
H -1.75858 -2.45427 0.40844
H 1.61441 -2.22149 -0.67223
H -1.19787 2.18291 -1.95733
N 0.11407 -1.61904 0.67035
O 1.01101 2.23047 -1.31429
H -0.45712 -3.30786 -0.35451
C -1.23723 1.86730 -0.91883
H 1.16276 -0.49497 -0.84908
C 0.61463 1.71480 0.91825
H 0.28631 0.86689 2.58490
H 2.13819 -1.10792 0.49761
H -1.56153 0.82850 -0.79926
H 1.66725 1.88222 1.14899
H -1.05559 -1.79218 -1.12828
C 0.19049 2.03360 -0.43913
H 0.06422 -0.25038 1.25530
N -0.03897 0.82908 1.62213


(4)
The following is a quantum chemistry calculation of an isolated ion of composition C2H4O3P and charge -1 in a non-equilibrium geometry, from the OMol25 dataset.

Summary:
HOMO-LUMO gap (alpha / beta) ... 0.22523 / 0.32115 hartree
Charge ... -1
ΔE to the lowest compared entry with this formula, charge and spin ... 283.7 kJ/mol
Highest occupied orbital energy (alpha / beta) ... -2.4 / -4.8 eV
Calculated total energy ... -17570.2935 eV

Element x y z (Å)
O -2.39238 2.57677 1.59649
H -0.03774 0.75071 -0.70210
H 1.22981 -0.53498 -0.47550
P -1.53808 1.47647 2.10253
H -0.52526 -1.49330 0.55131
C 0.50845 0.17938 -0.06591
H 0.16724 -0.66920 1.88190
O -1.61431 0.83138 3.45425
C -0.33002 -0.45815 0.94607
O -1.57652 0.17612 1.07502